C21H23BrN2O2 in the gas phase, computed with ωB97M-V/def2-TZVPD.

Calculated values
Orbital gap in Ha: 0.306
Energy above the lowest of the compared OMol25 structures with the same formula, charge and spin in kJ/mol: 41.4
HOMO in eV: -7.564
Max |F| in eV/Å: 0.59
Electronic energy in eV: -99268.7597
SMILES: COc1ccc(Br)cc1CNC(=O)CCCc1cn(C)c2ccccc12
Total charge: 0

Cartesian coordinates (Å):
1 C -0.836 -4.848 0.321
2 O -0.465 -3.596 0.843
3 C -1.224 -2.512 0.533
4 C -2.419 -2.559 -0.172
5 C -3.132 -1.398 -0.426
6 C -2.644 -0.194 0.034
7 Br -3.617 1.407 -0.300
8 C -1.453 -0.124 0.736
9 C -0.731 -1.274 0.981
10 C 0.568 -1.216 1.728
11 N 1.705 -1.601 0.907
12 C 1.762 -1.601 -0.441
13 O 0.819 -1.355 -1.164
14 C 3.120 -2.027 -0.988
15 C 3.530 -1.179 -2.192
16 C 3.986 0.227 -1.783
17 C 2.877 1.017 -1.168
18 C 1.795 1.535 -1.819
19 N 0.953 2.165 -0.949
20 C -0.273 2.803 -1.334
21 C 1.485 2.073 0.303
22 C 1.027 2.556 1.525
23 C 1.785 2.298 2.647
24 C 2.982 1.581 2.567
25 C 3.449 1.108 1.362
26 C 2.703 1.347 0.208
27 H -1.806 -5.177 0.710
28 H -0.065 -5.544 0.649
29 H -0.867 -4.830 -0.772
30 H -2.810 -3.493 -0.541
31 H -4.057 -1.441 -0.980
32 H -1.073 0.825 1.080
33 H 0.525 -1.916 2.571
34 H 0.726 -0.202 2.115
35 H 2.557 -1.755 1.421
36 H 3.016 -3.069 -1.303
37 H 3.886 -1.979 -0.212
38 H 2.672 -1.100 -2.861
39 H 4.343 -1.677 -2.726
40 H 4.817 0.151 -1.078
41 H 4.349 0.745 -2.675
42 H 1.553 1.489 -2.864
43 H -0.844 3.081 -0.451
44 H -0.075 3.707 -1.917
45 H -0.875 2.122 -1.939
46 H 0.111 3.125 1.602
47 H 1.451 2.660 3.609
48 H 3.547 1.404 3.471
49 H 4.383 0.566 1.309

Results of the Löwdin charge analysis, in e, for atoms 1 through 2: C -0.075; O -0.076